Entry 1:
98
Properties=species:S:1:pos:R:3:mulliken_charge:R:1 method="wB97M-V/def2-TZVPD" gap_ev=7.51 total_charge=+1 total_energy_ev=-65006.483 fmax_ev_per_a=0.560
C -5.29060 3.64885 1.63271 -0.4489
O -4.44580 3.13209 2.64043 -0.4334
C -3.82336 1.89432 2.36484 0.1994
C -4.03934 0.88929 3.51733 -0.9428
C -4.74379 -0.41230 3.09363 -0.4724
C -4.45956 -1.61905 4.02147 -0.8884
C -3.99825 -2.89123 3.28989 -1.0018
C -2.47401 -2.96048 3.10916 -0.9719
C -1.93868 -2.11626 1.93098 2.0909
C -0.82081 -1.12571 2.32113 -1.0310
C 0.34816 -1.06824 1.32464 -0.8066
P 0.04731 -0.30767 -0.30049 0.2157
C 0.96494 -1.25053 -1.55008 2.0598
C 1.89604 -0.53189 -2.56301 -0.9227
C 1.93562 0.99019 -2.45850 -0.0759
Cl 2.76985 1.70738 -3.86091 -0.1819
C -1.73511 -0.13017 -0.60673 0.6653
C -2.20412 0.94360 -1.61102 -0.3959
C -3.71329 1.15295 -1.48190 -0.8530
I -1.72682 0.39317 -3.63160 0.1115
H -5.22497 4.74112 1.65963 0.2877
H -6.33544 3.34775 1.80009 0.2605
H -4.98436 3.30485 0.63216 0.0951
H -2.74865 2.08061 2.20745 0.1141
H -4.22996 1.47786 1.42555 -0.2122
H -3.07969 0.64100 3.99261 0.3718
H -4.63064 1.41411 4.27801 0.4466
H -4.44523 -0.65754 2.05996 0.2440
H -5.82623 -0.24266 3.04851 0.5512
H -5.34721 -1.84449 4.62562 0.4254
H -3.67754 -1.33517 4.74136 0.4110
H -4.34009 -3.78200 3.82981 0.4482
H -4.48046 -2.93082 2.29907 0.3629
H -2.00665 -2.60796 4.04035 0.3443
H -2.16000 -4.00538 2.98900 0.3783
H -1.56672 -2.79043 1.14506 -1.0617
H -2.78135 -1.56965 1.48049 -0.5047
H -1.22859 -0.11803 2.48887 -0.0644
H -0.37976 -1.42572 3.28063 0.7220
H 1.18941 -0.49728 1.74534 0.6524
H 0.71626 -2.08394 1.12428 0.2261
H 0.53474 1.00109 -0.21395 0.0673
H 1.53913 -1.97794 -0.96303 0.5484
H 0.19835 -1.82816 -2.07828 -2.1614
H 1.58706 -0.80522 -3.57726 0.4294
H 2.91087 -0.91990 -2.42564 0.3897
H 2.48217 1.33246 -1.57139 0.1428
H 0.92799 1.42289 -2.44395 0.1161
H -2.10566 -1.12580 -0.89874 0.4655
H -2.17653 0.10570 0.37569 -0.9199
H -1.67489 1.88602 -1.43842 0.6123
H -4.24534 0.19407 -1.50274 0.3619
H -4.10270 1.77228 -2.29461 0.5176
H -3.93195 1.65703 -0.52829 -0.0937
C -1.19477 -3.52986 -3.05365 -1.0577
C -0.08761 -4.56455 -2.96337 -0.5738
N 0.91321 -4.19373 -1.96646 0.7853
C 2.15487 -4.95600 -2.07255 -0.6211
C 2.09377 -6.46227 -1.81462 -1.1658
C 0.40615 -3.99638 -0.61739 -0.1518
C -0.38093 -5.13388 0.04047 -1.1433
H -0.75878 -2.54973 -3.24517 0.0852
H -1.88008 -3.74744 -3.87274 0.4842
H -1.78956 -3.48026 -2.13851 0.1241
H 0.42947 -4.61730 -3.92416 0.5624
H -0.52474 -5.55804 -2.79405 0.2914
H 2.87862 -4.50127 -1.38963 0.3059
H 2.53982 -4.78861 -3.08204 0.5123
H 1.96119 -6.69640 -0.75926 0.2449
H 3.02749 -6.92457 -2.13709 0.4300
H 1.28524 -6.93543 -2.37323 0.2813
H -0.24070 -3.10984 -0.62846 -0.7043
H 1.26704 -3.73763 0.01038 0.7327
H -1.12740 -5.54667 -0.63908 0.2740
H -0.91109 -4.76133 0.92046 0.0405
H 0.26327 -5.94817 0.36430 0.3633
C 3.94749 6.74161 1.31117 -1.4324
C 4.27077 5.31213 0.90752 -0.3633
N 3.88259 5.00677 -0.46143 0.1753
C 3.89968 3.59137 -0.76953 -0.3661
C 5.23703 2.84309 -0.72236 -1.0774
C 4.43050 5.88687 -1.48804 -0.6685
C 5.95412 6.01991 -1.56743 -0.9772
H 2.89753 6.96780 1.11980 0.3368
H 4.14369 6.87892 2.37497 0.4336
H 4.55724 7.46701 0.77221 0.2991
H 3.71294 4.62472 1.55178 0.4153
H 5.33603 5.11880 1.10622 0.2904
H 3.46257 3.46638 -1.76454 0.1258
H 3.21316 3.10833 -0.05945 0.2560
H 5.87618 3.09792 -1.56620 0.2425
H 5.06307 1.76397 -0.76081 0.3735
H 5.78507 3.05296 0.19696 0.3236
H 4.00254 6.88000 -1.33877 0.3880
H 4.04128 5.53632 -2.44763 0.3486
H 6.39448 6.17991 -0.58182 0.2527
H 6.21544 6.88137 -2.18384 0.3798
H 6.42839 5.14416 -2.00819 0.2537

Entry 2:
11
Properties=species:S:1:pos:R:3:mulliken_charge:R:1 method="wB97M-V/def2-TZVPD" e_above_lowest_kj_mol=124.7 gap_ev=6.54 total_charge=-1 total_energy_ev=-27921.339 fmax_ev_per_a=3.778
C 0.81343 0.39017 0.27527 -0.7327
S 2.41739 0.86701 -0.16170 -0.0853
S 3.28293 -0.99899 -0.61249 -0.2501
H 0.81018 -0.36187 1.13733 0.3090
H 0.37401 -0.14113 -0.66723 0.2967
H 0.22033 1.27742 0.41474 0.2988
H 3.66922 -0.54240 -1.85557 0.1472
O -2.47106 0.72915 1.22990 -0.6435
C -2.83721 -0.15218 0.38069 0.0511
O -3.34854 -1.34388 0.50963 -0.6759
H -2.93068 0.27672 -0.65059 0.2846

Entry 3:
18
Properties=species:S:1:pos:R:3:mulliken_charge:R:1 method="wB97M-V/def2-TZVPD" e_above_lowest_kj_mol=403.1 gap_ev=8.09 total_energy_ev=-10938.637 fmax_ev_per_a=4.097
C 1.50412 2.36489 -1.10658 -0.6738
N 0.66468 1.81662 -0.02016 -0.4170
C 0.89026 0.70254 0.51428 -0.1148
C -0.16675 -0.09016 1.34801 -0.4868
C -0.73326 -0.91679 0.32280 0.8508
C -1.55321 -0.38459 -0.77988 -1.4056
C -0.70536 -2.23668 0.48451 -0.7336
C -0.42194 -3.40421 0.88340 0.5264
O -0.24756 -4.55377 1.12597 -0.5206
H 1.44385 3.45377 -0.93835 0.2677
H 2.63665 2.03827 -1.07152 0.2537
H 1.02781 1.88859 -2.00193 0.2635
H 1.82496 0.12464 0.38096 0.3846
H -1.12405 0.47200 1.75802 0.2125
H 0.23652 -0.53676 2.23202 0.4186
H -1.69684 0.63888 -0.64164 0.4767
H -2.54800 -0.88411 -0.85087 0.3423
H -1.03186 -0.49312 -1.63906 0.3555